[1]
Here is 16 unconnected molecules or ions with the total composition C63H164N12O16 at a distorted geometry from the Open Molecules 2025 dataset. Energies are from ωB97M-V/def2-TZVPD.

Summary:
Kohn-Sham gap (alpha / beta)   1.7018 / 7.8539 eV
Net charge   -1
HOMO (alpha / beta)   0.176 / -5.980 eV
2S+1   2
⟨S²⟩   0.75

The geometry in XYZ format:
```
255
C63H164N12O16 | the Open Molecules 2025 dataset | ωB97M-V/def2-TZVPD
C 7.73215 22.08831 4.16997
C 6.70225 22.39828 3.04731
C 7.32538 22.93254 1.69707
O 6.28235 23.33209 0.86611
C 6.57811 24.01477 -0.35960
N 6.01829 21.16743 2.68522
H 8.35488 21.26581 3.81810
H 7.20463 21.79499 5.07760
H 8.39081 22.93978 4.34106
H 5.95312 23.08698 3.43794
H 7.94676 22.27284 1.09144
H 7.89840 23.81453 1.98316
H 7.20955 24.89318 -0.22629
H 5.65939 24.32427 -0.85787
H 7.17723 23.35952 -0.99190
H 5.51295 21.44987 1.85760
H 6.75902 20.57536 2.33754
C 14.56156 23.97036 5.18094
C 13.59283 25.05872 4.64543
C 14.28740 25.91327 3.56146
O 13.28202 26.81870 3.09322
C 13.64746 27.42554 1.82282
N 12.45425 24.37611 4.02165
H 14.18537 23.19167 5.84443
H 15.49159 24.27971 5.65784
H 14.95698 23.49258 4.28457
H 13.19362 25.72643 5.40890
H 14.69931 25.24855 2.80213
H 15.05052 26.55345 4.00410
H 14.70146 27.19739 1.66432
H 13.67357 28.51515 1.83523
H 12.97514 27.18657 0.99882
H 12.94370 23.69822 3.45508
H 12.10994 24.97740 3.28680
C 17.47661 25.52775 -2.69592
C 16.48483 25.84538 -1.57544
C 16.70899 25.05372 -0.30992
O 16.66249 23.65974 -0.56973
C 16.81359 22.79676 0.61279
N 16.42466 27.28028 -1.25462
H 17.15133 26.11890 -3.55198
H 17.50192 24.50117 -3.06144
H 18.43793 26.00161 -2.49738
H 15.53944 25.52117 -2.01044
H 15.90312 25.39769 0.33844
H 17.67237 25.35264 0.10318
H 17.81536 22.80284 1.04235
H 16.66766 21.74453 0.36866
H 16.14380 23.01789 1.44379
H 17.31964 27.60929 -0.92165
H 16.28955 27.83100 -2.09041
C 13.10040 13.97065 1.84763
C 14.28843 13.34460 2.53661
C 15.34535 12.84499 1.51585
O 15.81441 13.99873 0.75032
C 16.18955 13.69582 -0.60205
N 14.79950 14.21564 3.57595
H 12.25087 14.01925 2.52883
H 12.77456 13.46132 0.94070
H 13.40823 14.94982 1.48080
H 13.94473 12.54503 3.19285
H 14.88119 12.04876 0.93389
H 16.23772 12.48501 2.02788
H 15.54522 12.96417 -1.08951
H 17.18788 13.25844 -0.58974
H 16.14359 14.55220 -1.27480
H 15.66261 13.77659 3.86296
H 15.20893 15.04866 3.17775
C 8.42172 20.78296 8.78314
C 9.11802 19.98729 7.69884
C 10.63230 20.01056 7.98259
O 11.09655 21.38009 7.77585
C 12.45338 21.67779 8.21913
N 8.64038 18.63132 7.63252
H 7.38003 20.90189 8.48509
H 8.79706 21.79607 8.92744
H 8.54861 20.26239 9.73236
H 9.01066 20.48670 6.73595
H 11.16947 19.33923 7.31261
H 10.84732 19.62550 8.97938
H 12.42575 21.69567 9.30863
H 12.70192 22.69211 7.90691
H 13.14984 20.93440 7.83129
H 7.65561 18.76881 7.45526
H 8.64077 18.17127 8.53166
C 18.79908 23.83396 4.29098
C 18.13075 22.64568 4.89487
C 18.80700 21.30460 4.42653
O 18.64354 21.19582 3.02042
C 19.32835 20.16665 2.41963
N 18.00706 22.77830 6.30690
H 18.94242 23.81670 3.21058
H 19.79486 23.86793 4.73298
H 18.17846 24.65116 4.65855
H 17.13223 22.62181 4.45841
H 18.46283 20.43230 4.98217
H 19.85784 21.39112 4.70284
H 19.03416 19.15790 2.70943
H 20.41338 20.21441 2.51202
H 19.08054 20.17868 1.35824
H 17.33113 23.44669 6.64818
H 17.70894 21.90118 6.70925
C 20.09311 20.30915 -1.76439
C 19.79851 18.83932 -1.83287
C 18.64930 18.51955 -2.81229
O 17.29794 18.92085 -2.51472
C 16.79965 18.25088 -1.34910
N 21.04637 18.33115 -2.33147
H 20.27952 20.82872 -2.70428
H 20.99687 20.48435 -1.18076
H 19.26840 20.89450 -1.35780
H 19.66114 18.40221 -0.84385
H 18.62371 17.43499 -2.91800
H 19.03992 18.93612 -3.74072
H 15.72440 18.10666 -1.45463
H 17.11267 18.80341 -0.46319
H 17.27855 17.27503 -1.26871
H 20.86609 17.48976 -2.86030
H 21.36025 18.93177 -3.08035
C 16.06101 14.87439 7.03675
C 14.51896 14.89433 7.19283
C 13.97435 16.37067 7.02732
O 14.29769 17.34194 8.01167
C 13.47639 17.11070 9.18775
N 13.86491 14.03646 6.16869
H 16.26748 14.80736 5.96859
H 16.37136 13.94519 7.51464
H 16.53450 15.74171 7.49681
H 14.26285 14.54159 8.19187
H 12.90182 16.37543 6.83301
H 14.42553 16.63787 6.07173
H 13.30444 16.03784 9.27440
H 12.56377 17.70667 9.19516
H 13.91571 17.46434 10.12050
H 12.89461 14.25738 5.99601
H 14.33302 14.17791 5.28497
C 8.72547 15.05832 4.26465
C 8.92835 16.09590 5.42694
C 10.36135 16.20163 5.86501
O 10.94813 14.87999 6.19854
C 10.41381 14.35337 7.44828
N 8.47602 17.36700 5.00160
H 9.20448 15.36734 3.33559
H 7.69367 14.81179 4.01426
H 9.15120 14.08596 4.51239
H 8.31374 15.83807 6.28942
H 10.60418 16.95978 6.60956
H 10.88047 16.50982 4.95746
H 11.04010 14.65197 8.28894
H 10.31993 13.27581 7.31355
H 9.36690 14.62560 7.58229
H 7.46659 17.37532 5.03434
H 8.69396 18.04393 5.71880
O 7.57086 18.20131 2.14338
H 8.22474 17.56825 2.43988
H 6.96676 18.28571 2.88106
O 17.78456 18.95207 6.53177
H 18.67890 18.74163 6.80028
H 17.67036 18.49511 5.69847
O 16.96732 15.88019 2.46790
H 17.87076 15.58885 2.59090
H 16.63447 15.33543 1.75469
O 15.59376 19.94994 7.96289
H 15.19412 19.09548 8.12543
H 16.28935 19.77298 7.32959
C 10.87165 20.03742 1.73038
C 11.86196 19.60673 2.80791
C 11.93270 18.11352 2.60048
C 13.02550 17.40639 3.45568
C 14.37571 18.00593 3.14187
C 14.35390 19.55140 3.22581
N 13.21379 20.13481 2.50098
O 13.22972 21.51665 2.32102
C 14.33860 20.01132 4.71720
C 15.64967 19.95332 2.57714
C 11.22120 19.94224 4.16431
H 9.88033 19.59061 1.80617
H 11.27689 19.65645 0.79297
H 10.76080 21.10621 1.54736
H 11.02025 17.68105 3.01099
H 12.09405 17.81204 1.56551
H 13.09676 16.36988 3.12602
H 12.68247 17.50369 4.48571
H 14.74710 17.56245 2.21802
H 15.05964 17.55713 3.86223
H 13.59349 19.34875 5.15755
H 15.23692 19.88765 5.32205
H 13.99854 21.02594 4.92457
H 15.85967 21.01817 2.67757
H 16.52953 19.41378 2.92761
H 15.65667 19.73412 1.50943
H 11.48851 19.15657 4.87097
H 10.14680 19.82616 4.02191
H 11.46288 20.97288 4.42408
H 13.30550 21.57584 1.36585
C 13.88775 20.71817 -1.11758
C 13.11043 21.84849 -1.68834
C 11.85789 21.09730 -2.29982
C 10.75744 22.05759 -2.74870
C 10.30392 22.80079 -1.52322
C 11.40293 23.66345 -0.79093
N 12.67936 22.84897 -0.63442
O 13.71726 23.38394 0.04780
C 11.73507 24.84431 -1.72115
C 10.97672 24.09067 0.61343
C 14.07521 22.41697 -2.77413
H 14.32179 20.04733 -1.85897
H 13.37442 20.22466 -0.29232
H 14.83546 21.06078 -0.70219
H 12.15128 20.57850 -3.21243
H 11.46825 20.33921 -1.62042
H 9.94035 21.40292 -3.05180
H 11.13252 22.71171 -3.53581
H 9.90481 22.08649 -0.80309
H 9.54557 23.48572 -1.90251
H 12.22909 24.48224 -2.62279
H 10.88961 25.45961 -2.02890
H 12.55760 25.37659 -1.24343
H 9.92228 24.34625 0.71800
H 11.11643 23.24374 1.28520
H 11.60362 24.89200 1.00454
H 14.11928 21.81663 -3.68283
H 15.06759 22.69370 -2.41818
H 13.72497 23.36738 -3.17682
H 14.05265 24.14172 -0.43686
C 10.01179 18.01782 -3.95225
C 10.75334 16.67060 -4.01703
C 12.31513 16.95502 -3.92439
C 12.74207 17.20845 -2.44844
C 12.31936 16.03368 -1.58661
C 10.78910 15.76527 -1.55382
N 10.27549 15.79631 -2.94177
O 8.97376 15.32464 -3.10656
C 10.71952 14.32533 -0.97403
C 10.24999 16.74345 -0.49985
C 10.48250 16.06494 -5.34275
H 10.02581 18.51692 -2.98333
H 8.95192 17.86035 -4.15220
H 10.44280 18.80139 -4.57542
H 12.90991 16.24580 -4.50001
H 12.49790 17.86506 -4.49581
H 12.28089 18.15981 -2.18324
H 13.81413 17.37875 -2.34958
H 12.67752 16.17804 -0.56731
H 12.88418 15.17156 -1.94134
H 9.74029 13.84915 -1.02356
H 11.38322 13.58768 -1.42512
H 11.00140 14.39639 0.07649
H 10.57379 17.76400 -0.70415
H 9.16530 16.83711 -0.44715
H 10.44753 16.40668 0.51782
H 10.94609 16.56508 -6.19307
H 9.40862 16.14258 -5.51259
H 10.81241 15.03256 -5.45881
H 9.15137 14.41025 -3.33879
```

[2]
Here is C2H4I2O2 in the gas phase at a distorted geometry from the Open Molecules 2025 dataset. Energies are from ωB97M-V/def2-TZVPD.

Summary:
Energy relative to the best compared isomer or geometry (same formula, charge and spin)   1.4199 eV
Kohn-Sham gap   8.6739 eV
Net charge   0
HOMO   -9.381 eV
2S+1   1
SMILES   OC[C@H](I)OI

The geometry in XYZ format:
```
10
C2H4I2O2 | the Open Molecules 2025 dataset | ωB97M-V/def2-TZVPD
C 0.41989 -0.12798 0.11568
C -0.84608 0.26314 0.85795
O 0.05309 0.10689 -1.26064
O -0.67342 -0.09889 2.36453
I -0.94934 2.46248 0.94481
I -0.84497 -1.90838 3.02918
H 0.53132 -1.14862 0.46444
H 1.25029 0.47652 0.25203
H -1.89170 -0.10618 0.54207
H 0.83545 0.50625 -1.65151
```

[3]
Here is a molecular structure, C2H3O2Pm at a distorted geometry from the Open Molecules 2025 dataset. Energies are from ωB97M-V/def2-TZVPD.

Summary:
Kohn-Sham gap (alpha / beta)   6.6421 / 8.4306 eV
Net charge   +2
HOMO (alpha / beta)   -18.845 / -18.985 eV
2S+1   5
⟨S²⟩   6.10

The geometry in XYZ format:
```
8
C2H3O2Pm | the Open Molecules 2025 dataset | ωB97M-V/def2-TZVPD
H 0.10769 -1.45679 -1.34529
C 0.24626 -0.81837 -0.46779
C 0.00863 -1.01955 0.79933
H -0.13060 -2.02634 1.19386
O 0.00728 0.62637 -1.16174
O 0.06955 1.72851 -0.25950
H 0.99190 2.01487 -0.23805
Pm -1.30070 0.95131 1.47916
```

[4]
Here is C2H6O3Si in the gas phase at a distorted geometry from the Open Molecules 2025 dataset. Energies are from ωB97M-V/def2-TZVPD.

Summary:
Energy relative to the best compared isomer or geometry (same formula, charge and spin)   0.0000 eV
Kohn-Sham gap   10.3659 eV
Net charge   0
HOMO   -9.602 eV
2S+1   1
SMILES   CC(=O)O[SiH2]O

The geometry in XYZ format:
```
12
C2H6O3Si | the Open Molecules 2025 dataset | ωB97M-V/def2-TZVPD
C 0.62740 -0.47225 -0.12180
C 1.11461 -1.49350 -1.10821
O -0.69418 -0.53912 0.22089
O 1.28943 0.36880 0.40220
O -0.10676 1.86832 0.71759
Si -1.33917 0.83864 0.94896
H 0.37668 -1.60566 -1.92501
H 2.01453 -1.09415 -1.38895
H 1.34880 -2.29076 -0.57118
H -1.73293 0.41249 2.44848
H -2.58075 1.33120 0.05649
H -0.31767 2.67599 0.32054
```

[5]
Here is 2 unconnected molecules or ions with the total composition C4H11ClN2 at a distorted geometry from the Open Molecules 2025 dataset. Energies are from ωB97M-V/def2-TZVPD.

Summary:
Energy relative to the best compared isomer or geometry (same formula, charge and spin)   0.1126 eV
Kohn-Sham gap   11.0530 eV
Net charge   +2
HOMO   -17.584 eV
2S+1   1

The geometry in XYZ format:
```
18
C4H11ClN2 | the Open Molecules 2025 dataset | ωB97M-V/def2-TZVPD
C 2.20027 -0.45184 1.25941
C 2.43268 -0.76774 -0.00615
C -2.54393 0.65216 0.49269
C -1.54156 -0.19407 0.34047
N 3.31838 -0.02704 -0.91909
N -3.75016 0.71905 -0.33080
Cl -1.53391 -1.43101 -0.79212
H 1.59345 -1.09739 1.80446
H 2.66697 0.55488 1.59287
H 2.04882 -1.74734 -0.45913
H -2.54048 1.49320 1.22604
H -0.66781 -0.12126 0.98747
H 2.64762 0.47601 -1.52142
H 3.76316 -0.65965 -1.48788
H 3.87080 0.61991 -0.43375
H -3.40288 1.11559 -1.33708
H -4.45755 1.11077 0.17971
H -4.10386 -0.24421 -0.59570
```

[6]
Here is 3 unconnected molecules or ions with the total composition C3H12N2O3 at a distorted geometry from the Open Molecules 2025 dataset. Energies are from ωB97M-V/def2-TZVPD.

Summary:
Energy relative to the best compared isomer or geometry (same formula, charge and spin)   2.4787 eV
Kohn-Sham gap   9.9660 eV
Net charge   0
HOMO   -9.225 eV
2S+1   1
SMILES   NCNCC=O.O.O

The geometry in XYZ format:
```
20
C3H12N2O3 | the Open Molecules 2025 dataset | ωB97M-V/def2-TZVPD
O 2.66811 0.93046 1.38337
C 1.64855 1.59295 1.27309
C 0.97613 1.34280 -0.10655
N -0.45189 1.07483 -0.01353
C -0.85845 0.29138 -1.15322
N -2.32880 -0.03739 -0.87613
H 1.28528 2.26237 2.03743
H 1.65641 0.46668 -0.47746
H 1.29719 2.20819 -0.71165
H -0.76196 0.65783 0.85229
H -0.80991 0.90832 -2.06429
H -0.32157 -0.65055 -1.32059
H -2.63330 -0.59735 -1.66060
H -2.79829 0.85620 -0.84767
H 2.03397 -0.90175 0.08470
H 1.68954 -2.17102 0.85203
O 1.46849 -1.67928 0.05046
H -0.53733 -2.35714 1.12550
H -1.76033 -2.08313 0.32801
O -1.46182 -2.11439 1.24481
```

[7]
Here is 2 unconnected molecules or ions with the total composition C3H3NS2 at a distorted geometry from the Open Molecules 2025 dataset. Energies are from ωB97M-V/def2-TZVPD.

Summary:
Energy relative to the best compared isomer or geometry (same formula, charge and spin)   1.4489 eV
Kohn-Sham gap   8.6914 eV
Net charge   0
HOMO   -8.786 eV
2S+1   1
SMILES   C=C=S.N=C=S

The geometry in XYZ format:
```
9
C3H3NS2 | the Open Molecules 2025 dataset | ωB97M-V/def2-TZVPD
C 2.74970 0.26544 -0.24322
C -1.98580 0.39089 0.29251
C -1.77766 -0.90391 0.23692
N 1.56145 0.27858 -0.41352
S 4.05494 0.37780 0.54704
S -2.15678 1.93087 0.36037
H -2.33777 -1.32368 -0.54463
H -1.07227 -1.38691 0.91194
H 0.96419 0.37091 -1.14740
```

[8]
Here is 2 unconnected molecules or ions with the total composition C6H14NS from the Open Molecules 2025 dataset. Energies are from ωB97M-V/def2-TZVPD.

Summary:
Energy relative to the best compared isomer or geometry (same formula, charge and spin)   0.0663 eV
Kohn-Sham gap   6.4945 eV
Net charge   -1
HOMO   -2.782 eV
2S+1   1

The geometry in XYZ format:
```
22
C6H14NS | the Open Molecules 2025 dataset | ωB97M-V/def2-TZVPD
C -2.05374 -0.21921 3.34015
C -1.82256 0.70463 2.17886
C -0.61058 1.00018 1.70245
N -0.29959 1.89700 0.69805
H -1.12371 -0.40543 3.87310
H -2.78015 0.19754 4.03977
H -2.44786 -1.19497 3.03087
H -2.70130 1.12919 1.70137
H 0.27224 0.54421 2.14333
H 0.48886 1.57655 0.10927
H -1.09926 2.17928 0.14459
C 0.27984 -0.32959 -2.84464
C 1.57755 -1.05967 -2.52183
C 2.02394 -0.86753 -1.06729
S 2.52552 0.84039 -0.65610
H -0.57003 -0.85244 -2.39993
H 0.09452 -0.24608 -3.91464
H 0.31808 0.65943 -2.38548
H 1.47804 -2.13959 -2.71622
H 2.38656 -0.69604 -3.16274
H 2.86079 -1.54534 -0.88507
H 1.20285 -1.17250 -0.40788
```